Record 1
24
Properties=species:S:1:pos:R:3:forces:R:3 method="wB97M-V/def2-TZVPD" lumo_energy_ev=0.7 gap_ev=9.79 smiles="CNC(C)=O.CNC(C)=O" charge=0 total_energy_ha=-497.0269 de_lowest_kj_mol=80.3
C -3.620044 0.087774 -0.481254 0.309 0.808 -2.077
N -2.399596 0.838150 -0.209913 -0.862 -0.643 -0.042
C -2.046459 1.102963 1.079420 0.380 -0.268 -0.556
C -0.731456 1.831393 1.217059 -0.362 0.029 0.072
O -2.747548 0.755856 2.015842 0.124 0.230 0.025
H -4.349142 0.749404 -0.975494 -0.509 0.188 1.283
H -3.480261 -0.514760 -1.390401 0.583 -0.763 0.681
H -3.918498 -0.461610 0.395097 -0.436 -0.027 0.004
H -1.794471 0.934174 -1.005004 0.525 0.311 0.417
H -0.950338 2.900429 1.202456 0.125 0.030 0.173
H -0.301599 1.541365 2.170877 0.100 0.196 0.087
H -0.054541 1.594551 0.400342 -0.033 0.020 0.101
C 1.643274 -1.193950 1.440063 0.261 0.449 -0.364
N 2.337287 -1.298703 0.170098 -0.093 -0.290 -0.397
C 1.967072 -0.552513 -0.906442 0.115 0.095 0.458
C 2.805732 -0.768575 -2.138470 0.939 0.478 -0.241
O 1.114532 0.315203 -0.816934 0.010 -0.122 -0.375
H 0.687563 -1.718544 1.411884 0.069 -0.058 0.349
H 2.325785 -1.511314 2.221194 -0.221 -0.435 0.144
H 1.470828 -0.136955 1.619417 -0.251 0.041 -0.034
H 2.814700 -2.156154 -0.053559 0.177 0.028 0.210
H 2.538847 -1.575709 -2.811425 -0.481 -0.105 0.088
H 2.835101 0.168760 -2.685039 -0.363 0.014 -0.224
H 3.853232 -0.931239 -1.869825 -0.107 -0.208 0.218

---

Record 2
24
Properties=species:S:1:pos:R:3:forces:R:3 method="wB97M-V/def2-TZVPD" lumo_energy_ev=0.5 gap_ev=8.07 charge=0 total_energy_ha=-496.8259 de_lowest_kj_mol=608.3
C -1.230796 -1.156648 -1.000959 1.691 -1.574 0.523
C -1.930643 -1.688905 0.236782 -0.113 -0.091 -0.063
C -0.416531 1.186364 -0.242712 1.157 2.266 0.726
N -0.916822 1.938160 -1.293933 -0.068 -0.536 0.231
O -0.927356 1.242486 0.871454 0.017 -0.686 -0.903
H -1.877767 2.218901 -1.171242 -0.064 -0.046 -0.057
H -0.662320 1.671455 -2.232182 -0.014 -0.035 0.070
H -1.876800 -0.470620 -1.541647 0.514 0.668 0.143
H -1.031150 -1.941316 -1.735555 -0.251 -0.365 0.003
H -2.018463 -0.895487 0.982418 -0.050 -0.077 0.016
H -1.360936 -2.504412 0.688854 -0.049 -0.001 0.013
H -2.933923 -2.065558 0.018769 -0.035 0.003 0.078
C 1.530715 -1.329671 -0.044403 1.740 0.744 0.607
C 1.664628 -0.042367 0.475574 -0.816 -1.484 -0.240
N 1.475404 1.242470 2.501436 -0.020 -0.126 -0.184
C 1.190929 1.073415 -0.348994 -0.786 -0.260 -0.155
O 1.886741 0.057319 1.792647 0.032 0.278 0.241
H 0.503852 1.408512 2.222054 0.174 -0.022 -0.048
H 2.062812 2.007072 2.169147 -0.069 -0.150 -0.025
H 1.933726 -1.497009 -1.036636 -0.357 0.122 -0.248
H 1.745886 -2.148235 0.629620 -0.152 -0.072 0.169
H 0.169616 -1.267089 -0.535210 -2.396 1.409 -0.817
H 1.550746 2.046852 -0.017511 -0.129 0.028 -0.078
H 1.468451 0.914311 -1.387772 0.045 0.007 0.000

---

Record 3
24
Properties=species:S:1:pos:R:3:forces:R:3 method="wB97M-V/def2-TZVPD" lumo_energy_ev=0.5 gap_ev=10.07 smiles="CNC(C)=O.CNC(C)=O" charge=0 total_energy_ha=-497.0138 de_lowest_kj_mol=114.8
C -1.080273 -2.035716 1.642888 -0.648 0.421 -0.791
N -1.482622 -0.733559 1.091944 1.137 -0.633 0.685
C -1.216443 0.440348 1.763085 -1.022 0.181 -0.169
C -1.746841 1.626037 1.066235 -0.616 1.211 -2.428
O -0.691100 0.571265 2.852964 0.273 -1.112 -0.253
H -1.983030 -2.460960 2.108366 0.802 -0.088 0.564
H -0.845891 -2.695462 0.801464 0.199 0.072 0.145
H -0.187972 -1.878312 2.255786 -0.518 -0.370 0.288
H -1.834358 -0.777692 0.147075 -0.079 0.684 0.268
H -1.237861 1.778478 0.077613 0.359 0.217 1.024
H -2.749637 1.504758 0.633807 -0.178 -0.354 0.715
H -1.757556 2.527887 1.678249 0.347 -0.219 -0.120
C 2.531568 1.144191 -0.189886 0.487 -1.239 0.381
N 1.444628 0.285284 -0.668737 -0.123 0.187 1.021
C 1.135169 0.308199 -2.006446 -0.044 -0.589 0.925
C 0.397299 -0.927232 -2.465665 -1.646 0.025 -0.928
O 1.496665 1.210491 -2.730848 0.010 -0.267 -0.385
H 2.193139 1.872646 0.521528 -0.201 0.568 0.209
H 3.266643 0.488267 0.333138 -0.395 0.492 -0.276
H 3.044000 1.608799 -1.031938 -0.324 0.018 0.101
H 0.846331 -0.168836 0.065786 0.977 0.357 -1.553
H 0.541140 -1.080412 -3.533661 0.436 0.100 -0.032
H 0.626127 -1.871292 -1.957217 0.006 0.508 0.171
H -0.709118 -0.737184 -2.455530 0.759 -0.168 0.438